[1]
Density functional theory data (ωB97M-V/def2-TZVPD) for the molecule C11H12Br2O.

Structure (ORCA input):
```
! wB97M-V def2-TZVPD RIJCOSX def2/J DEFGRID3
* xyz 0 1
C -1.094 -2.348 1.530
O 0.027 -1.788 1.093
C 0.127 -1.173 -0.118
Br -0.544 -2.484 -1.534
C -0.492 0.204 -0.296
C -1.759 0.540 -0.571
C -2.287 1.866 -0.322
C -1.388 2.756 0.211
C -0.039 2.468 0.554
C 0.348 1.200 0.300
C 1.653 0.519 0.563
C 1.558 -0.744 -0.303
C 1.937 -0.432 -1.778
Br 2.836 -2.103 0.529
H -0.936 -2.421 2.587
H -1.269 -3.396 1.245
H -2.043 -1.807 1.130
H -2.466 -0.107 -0.958
H -3.291 2.069 -0.675
H -1.818 3.783 0.377
H 0.610 3.125 0.990
H 2.522 1.086 0.307
H 1.636 0.222 1.616
H 2.207 -1.241 -2.392
H 2.810 0.237 -1.732
H 1.155 -0.029 -2.354
*
```

F_max: 4.32 eV Å⁻¹
structure (SMILES): CO[C@@]1(Br)c2ccccc2C[C@@]1(C)Br
relative energy (zero: lowest compared OMol25 entry of this formula, charge and spin): 0.0 kcal per mole

[2]
Density functional theory data (ωB97M-V/def2-TZVPD) for the molecule C2H6N2O2.

Structure (ORCA input):
```
! wB97M-V def2-TZVPD RIJCOSX def2/J DEFGRID3
* xyz 0 1
N -0.491 1.489 -0.201
C -0.325 0.124 -0.223
N -0.995 -0.590 -1.181
C 0.472 -0.480 0.686
O 1.063 0.231 1.700
O 0.712 -1.828 0.656
H -1.156 1.751 -0.925
H 0.397 1.956 -0.379
H -0.698 -1.568 -1.142
H -0.845 -0.215 -2.110
H 0.600 1.094 1.672
H 1.266 -1.964 1.446
*
```

F_max: 3.48 eV Å⁻¹
structure (SMILES): NC(N)=C(O)O
relative energy (zero: lowest compared OMol25 entry of this formula, charge and spin): 39.6 kcal per mole

[3]
Density functional theory data (ωB97M-V/def2-TZVPD) for a structure of composition C11H22ClN2O3ReSe2.

Structure (ORCA input):
```
! wB97M-V def2-TZVPD RIJCOSX def2/J DEFGRID3
* xyz 1 4
Re 0.273 0.145 0.030
O 2.035 1.902 2.364
C 2.841 2.980 1.909
C 2.947 2.999 0.393
C 3.973 4.124 0.097
O 4.202 4.324 -1.285
C 3.550 1.715 -0.160
Se 2.628 0.018 0.093
C 1.681 3.399 -0.362
Se -0.040 2.514 -0.067
H 1.925 1.987 3.318
H 3.855 2.877 2.314
H 2.442 3.943 2.243
H 4.908 3.920 0.627
H 3.567 5.059 0.488
H 4.986 3.840 -1.560
H 4.548 1.537 0.243
H 3.627 1.785 -1.248
H 1.876 3.334 -1.430
H 1.447 4.442 -0.147
Cl -1.939 -0.098 0.326
C 0.369 -3.108 -2.408
N 0.163 -3.830 -1.160
C 0.022 -5.283 -1.267
C -0.735 -5.826 -0.076
C -0.062 -5.345 1.190
N 0.079 -3.888 1.166
C 0.195 -3.225 2.458
C 0.239 -3.204 0.025
O 0.460 -1.957 0.069
H -0.356 -3.460 -3.139
H 1.374 -3.280 -2.799
H 0.222 -2.044 -2.263
H 1.010 -5.746 -1.345
H -0.509 -5.491 -2.195
H -0.741 -6.915 -0.104
H -1.770 -5.480 -0.102
H 0.921 -5.811 1.310
H -0.654 -5.600 2.067
H -0.574 -3.619 3.121
H 0.044 -2.157 2.353
H 1.173 -3.409 2.907
*
```

F_max: 0.75 eV Å⁻¹
relative energy (zero: lowest compared OMol25 entry of this formula, charge and spin): 32.6 kcal per mole
<S²>: 4.085

[4]
Density functional theory data (ωB97M-V/def2-TZVPD) for a structure of composition B2H28NiO10.

Structure (ORCA input):
```
! wB97M-V def2-TZVPD RIJCOSX def2/J DEFGRID3
* xyz 0 3
Ni -1.247 1.092 -1.253
B 0.336 2.574 -1.643
H 0.874 1.576 -1.788
H -0.197 2.586 -0.640
H 1.057 3.461 -1.688
H -0.451 2.708 -2.486
B 0.132 -0.491 -0.140
H -0.868 -0.633 0.410
H 0.964 -0.847 0.549
H 0.142 -0.935 -1.198
H 0.278 0.634 -0.190
O 0.829 1.034 2.254
H 1.385 1.701 1.828
H 0.621 0.397 1.540
O -2.686 -0.437 -1.512
H -2.533 -0.931 -2.329
H -3.601 -0.624 -1.272
O -2.266 1.592 0.650
H -2.041 0.848 1.231
H -2.994 2.042 1.090
O -1.066 -1.752 2.606
H -2.019 -1.632 2.563
H -0.736 -1.479 1.729
O 3.158 -0.176 -0.217
H 2.307 -0.535 -0.510
H 2.963 0.755 0.006
O 0.491 -3.327 0.073
H 0.642 -2.369 -0.059
H -0.476 -3.423 0.143
O 2.628 -0.722 3.962
H 3.542 -0.731 3.664
H 2.108 -0.655 3.152
O -2.191 -3.576 -0.021
H -2.522 -2.672 -0.010
H -2.954 -4.119 -0.247
O 2.731 2.476 0.415
H 2.115 2.664 -0.318
H 3.186 3.310 0.567
O -0.571 0.336 -3.269
H -0.351 -0.558 -3.563
H -0.720 0.837 -4.081
*
```

F_max: 2.59 eV Å⁻¹
relative energy (zero: lowest compared OMol25 entry of this formula, charge and spin): 47.5 kcal per mole
<S²>: 2.004

[5]
Density functional theory data (ωB97M-V/def2-TZVPD) for a cluster of 13 separate species, C67H167N13O13 in total.

Structure (ORCA input):
```
! wB97M-V def2-TZVPD RIJCOSX def2/J DEFGRID3
* xyz 0 1
C -7.360 -2.648 -1.246
C -6.087 -2.427 -2.042
C -5.500 -1.124 -1.668
O -4.369 -0.791 -2.502
C -3.955 0.510 -2.702
N -5.144 -3.547 -1.806
H -7.140 -2.932 -0.212
H -7.820 -3.550 -1.797
H -8.083 -1.831 -1.288
H -6.383 -2.397 -3.085
H -5.157 -1.136 -0.629
H -6.219 -0.345 -1.785
H -3.120 0.610 -3.328
H -3.577 0.987 -1.785
H -4.763 1.153 -3.191
H -4.245 -3.346 -2.360
H -5.619 -4.392 -2.178
C 3.429 0.207 -5.312
C 3.593 -0.624 -3.974
C 3.861 0.342 -2.823
O 3.922 -0.418 -1.644
C 3.700 0.302 -0.464
N 2.457 -1.550 -3.697
H 2.637 0.914 -5.254
H 3.266 -0.410 -6.211
H 4.371 0.732 -5.408
H 4.493 -1.230 -4.142
H 3.031 1.048 -2.676
H 4.799 0.890 -2.993
H 2.808 0.920 -0.387
H 4.566 0.926 -0.219
H 3.585 -0.413 0.356
H 2.811 -2.214 -3.017
H 1.754 -1.089 -3.172
C -2.796 4.404 -0.565
C -1.758 5.150 0.228
C -1.676 6.613 -0.235
O -1.541 6.782 -1.650
C -0.267 7.216 -2.019
N -2.063 5.153 1.644
H -2.863 3.294 -0.501
H -2.660 4.613 -1.656
H -3.830 4.750 -0.290
H -0.746 4.751 0.158
H -0.872 7.081 0.368
H -2.625 7.059 0.183
H -0.270 7.456 -3.106
H 0.632 6.544 -1.884
H -0.005 8.167 -1.486
H -1.589 5.914 2.094
H -3.066 5.251 1.788
C -2.547 -0.037 -8.120
C -1.140 -0.078 -8.701
C -0.140 -0.456 -7.625
O 0.115 0.728 -6.880
C -0.083 0.709 -5.479
N -1.155 -1.131 -9.737
H -2.722 -1.045 -7.768
H -3.251 0.041 -8.933
H -2.763 0.703 -7.299
H -0.904 0.917 -9.086
H 0.768 -0.860 -8.048
H -0.770 -1.169 -6.988
H 0.298 1.644 -5.043
H 0.354 -0.189 -5.030
H -1.178 0.735 -5.331
H -0.217 -1.092 -10.114
H -1.771 -0.846 -10.515
C 2.283 4.234 0.788
C 3.126 3.401 1.756
C 3.196 4.295 3.039
O 3.828 3.674 4.097
C 3.947 4.514 5.216
N 2.375 2.218 2.175
H 2.476 3.867 -0.195
H 2.509 5.279 0.680
H 1.221 4.093 1.027
H 4.126 3.084 1.446
H 2.180 4.520 3.275
H 3.637 5.232 2.803
H 3.023 5.005 5.484
H 4.777 5.215 5.125
H 4.274 3.825 5.983
H 1.547 2.533 2.693
H 2.921 1.731 2.864
C -0.037 -4.326 -2.151
C -0.604 -3.438 -3.352
C -0.462 -4.147 -4.657
O -1.021 -3.183 -5.574
C -0.890 -3.769 -6.893
N -2.014 -3.313 -3.005
H 1.012 -4.608 -2.285
H -0.626 -5.258 -2.172
H -0.204 -3.783 -1.246
H -0.103 -2.521 -3.551
H -1.035 -5.101 -4.730
H 0.617 -4.401 -4.890
H -1.158 -3.140 -7.730
H -1.415 -4.753 -6.947
H 0.204 -3.965 -7.147
H -2.054 -2.648 -2.152
H -2.477 -2.808 -3.733
C -0.876 4.312 6.043
C 0.333 3.856 5.277
C 1.146 2.685 5.941
O 1.586 3.200 7.205
C 2.551 2.293 7.754
N 0.042 3.363 3.939
H -1.333 5.186 5.586
H -0.595 4.472 7.077
H -1.546 3.516 6.217
H 1.040 4.696 5.282
H 1.961 2.500 5.248
H 0.465 1.829 5.992
H 1.969 1.401 8.067
H 2.906 2.713 8.662
H 3.382 1.968 7.066
H -0.482 2.521 3.943
H -0.486 4.024 3.451
C 1.561 -7.394 -0.324
C 2.356 -6.822 0.848
C 3.078 -5.547 0.490
O 2.155 -4.447 0.472
C 2.868 -3.230 0.255
N 1.598 -6.618 2.061
H 0.680 -6.768 -0.459
H 1.144 -8.394 -0.114
H 2.095 -7.414 -1.302
H 3.144 -7.483 1.143
H 3.671 -5.540 -0.485
H 3.790 -5.372 1.273
H 3.350 -3.231 -0.726
H 3.629 -3.126 1.015
H 2.200 -2.300 0.312
H 1.101 -7.427 2.283
H 0.990 -5.841 1.912
C -0.451 -0.531 -1.686
C 0.185 0.638 -0.881
C -0.566 1.969 -1.254
O -0.148 2.348 -2.572
C -0.610 3.607 -2.985
N 0.242 0.485 0.566
H -0.623 -0.198 -2.712
H -1.409 -0.792 -1.313
H 0.189 -1.387 -1.752
H 1.230 0.833 -1.317
H -0.220 2.808 -0.602
H -1.660 2.026 -1.212
H -0.067 3.974 -3.852
H -0.447 4.326 -2.182
H -1.684 3.625 -3.224
H 0.624 -0.433 0.719
H 0.924 1.021 1.092
C -4.472 -0.092 5.675
C -3.691 -0.221 4.352
C -3.064 1.135 3.999
O -2.172 1.193 2.877
C -2.821 1.136 1.583
N -2.501 -1.163 4.458
H -5.044 -0.972 5.824
H -5.155 0.714 5.536
H -3.782 0.193 6.453
H -4.439 -0.462 3.545
H -2.458 1.423 4.868
H -3.766 1.931 3.883
H -3.482 1.975 1.369
H -3.274 0.147 1.486
H -1.957 1.155 0.888
H -2.021 -1.241 3.529
H -2.861 -2.118 4.665
C -1.025 -3.815 6.400
C 0.439 -3.637 5.961
C 0.935 -4.902 5.340
C 2.227 -4.727 4.551
C 2.090 -3.608 3.584
C 1.677 -2.268 4.321
N 0.440 -2.603 4.936
O 0.020 -1.372 5.625
C 2.827 -1.725 5.191
C 1.345 -1.299 3.206
C 1.209 -3.260 7.293
H -1.710 -4.099 5.601
H -1.412 -2.831 6.811
H -1.054 -4.503 7.283
H 1.009 -5.712 6.150
H 0.185 -5.231 4.585
H 2.444 -5.650 4.071
H 3.119 -4.584 5.223
H 1.360 -3.878 2.772
H 3.067 -3.480 3.080
H 2.580 -0.859 5.776
H 3.334 -2.459 5.842
H 3.601 -1.363 4.505
H 2.228 -0.991 2.558
H 0.636 -1.767 2.556
H 0.945 -0.396 3.604
H 0.680 -3.566 8.208
H 1.384 -2.193 7.398
H 2.250 -3.707 7.389
H -0.849 -1.194 5.304
C 4.509 6.528 -6.008
C 3.628 6.620 -4.721
C 2.442 5.673 -4.854
C 2.912 4.251 -4.809
C 3.627 3.994 -3.477
C 4.779 4.912 -3.210
N 4.386 6.315 -3.508
O 5.576 7.050 -3.548
C 5.154 4.783 -1.719
C 6.046 4.449 -3.954
C 3.243 8.100 -4.540
H 4.706 5.474 -6.265
H 5.369 7.189 -5.883
H 3.999 6.970 -6.839
H 1.843 5.806 -3.909
H 1.824 5.983 -5.671
H 3.538 4.099 -5.716
H 2.105 3.586 -4.865
H 3.960 2.958 -3.489
H 2.844 4.023 -2.747
H 5.138 3.749 -1.479
H 6.196 5.065 -1.484
H 4.462 5.379 -1.112
H 5.824 4.391 -5.026
H 6.865 5.117 -3.792
H 6.351 3.475 -3.524
H 2.669 8.196 -3.631
H 2.631 8.458 -5.393
H 4.122 8.788 -4.457
H 5.539 7.578 -2.713
C -1.577 -3.188 1.206
C -2.553 -4.268 1.599
C -2.009 -4.921 2.861
C -3.045 -5.733 3.569
C -4.295 -4.856 3.868
C -4.936 -4.386 2.569
N -3.811 -3.574 1.939
O -4.343 -2.790 0.938
C -5.451 -5.560 1.751
C -6.080 -3.399 2.713
C -2.587 -5.183 0.397
H -0.640 -3.665 0.863
H -1.471 -2.525 2.061
H -1.929 -2.531 0.423
H -1.246 -5.577 2.453
H -1.610 -4.142 3.541
H -2.615 -6.161 4.470
H -3.420 -6.583 2.922
H -3.899 -4.002 4.430
H -5.055 -5.369 4.541
H -4.708 -6.336 1.618
H -6.371 -5.963 2.226
H -5.797 -5.239 0.730
H -6.514 -3.189 1.726
H -6.894 -3.970 3.170
H -5.792 -2.517 3.253
H -3.043 -6.197 0.535
H -1.601 -5.562 0.189
H -2.896 -4.676 -0.512
H -4.724 -3.306 0.173
*
```

F_max: 3.45 eV Å⁻¹
relative energy (zero: lowest compared OMol25 entry of this formula, charge and spin): 16.3 kcal per mole

[6]
Density functional theory data (ωB97M-V/def2-TZVPD) for a structure of composition C28H23ClN5NiO2S3.

Structure (ORCA input):
```
! wB97M-V def2-TZVPD RIJCOSX def2/J DEFGRID3
* xyz -1 1
Ni 0.597 0.117 1.281
C 2.224 5.050 0.952
S 2.742 4.123 2.414
C 2.163 2.504 1.995
S 0.579 2.331 1.339
N 3.008 1.547 2.265
N 2.466 0.345 1.929
C 3.094 -0.739 2.188
C 2.399 -1.952 1.776
C 2.956 -3.223 1.857
C 2.231 -4.302 1.386
C 0.969 -4.089 0.853
C 0.468 -2.801 0.824
N 1.158 -1.760 1.280
H 2.538 6.078 1.126
H 1.145 5.020 0.825
H 2.716 4.662 0.063
H 4.059 -0.756 2.683
H 3.951 -3.343 2.262
H 2.651 -5.298 1.422
H 0.375 -4.903 0.463
H -0.522 -2.586 0.445
N -2.815 -3.313 -5.681
C -2.244 -2.618 -4.963
C -1.553 -1.718 -4.058
C -0.279 -1.530 -4.465
C -0.086 -0.069 -0.622
N -1.062 -0.313 -1.204
C -2.248 -0.581 -1.850
C -2.426 -1.202 -3.012
H -0.719 0.700 -4.699
H 0.720 1.575 -3.554
H -3.115 -0.282 -1.274
H -3.478 -1.373 -3.217
O -7.328 1.053 3.196
C -6.379 1.514 2.337
O -6.717 2.229 1.432
C -4.981 1.082 2.585
C -4.032 1.343 1.598
C -2.716 0.955 1.752
C -2.283 0.291 2.909
S -0.644 -0.244 3.172
C -3.240 0.055 3.910
C -4.555 0.438 3.749
H -6.928 0.430 3.813
H -4.352 1.861 0.702
H -1.998 1.170 0.971
H -2.929 -0.436 4.823
H -5.235 0.246 4.573
Cl 0.240 0.247 -3.643
C 1.820 -0.192 -2.807
C 2.477 -1.378 -3.067
C 3.819 -1.489 -2.738
C 4.465 -0.349 -2.226
C 3.796 0.827 -2.000
C 2.400 0.969 -2.267
C 1.676 2.146 -2.039
H 1.951 -2.180 -3.571
H 4.364 -2.405 -2.927
H 5.522 -0.400 -1.988
H 4.320 1.686 -1.591
H 0.599 2.203 -1.982
H 2.208 3.028 -1.703
*
```

F_max: 1.26 eV Å⁻¹
relative energy (zero: lowest compared OMol25 entry of this formula, charge and spin): 7.7 kcal per mole

Q: F_max of number 1 (C11H12Br2O)?
A: 4.32 eV Å⁻¹

Repeat the sixth record exactly.
Density functional theory data (ωB97M-V/def2-TZVPD) for a structure of composition C28H23ClN5NiO2S3.

Structure (ORCA input):
```
! wB97M-V def2-TZVPD RIJCOSX def2/J DEFGRID3
* xyz -1 1
Ni 0.597 0.117 1.281
C 2.224 5.050 0.952
S 2.742 4.123 2.414
C 2.163 2.504 1.995
S 0.579 2.331 1.339
N 3.008 1.547 2.265
N 2.466 0.345 1.929
C 3.094 -0.739 2.188
C 2.399 -1.952 1.776
C 2.956 -3.223 1.857
C 2.231 -4.302 1.386
C 0.969 -4.089 0.853
C 0.468 -2.801 0.824
N 1.158 -1.760 1.280
H 2.538 6.078 1.126
H 1.145 5.020 0.825
H 2.716 4.662 0.063
H 4.059 -0.756 2.683
H 3.951 -3.343 2.262
H 2.651 -5.298 1.422
H 0.375 -4.903 0.463
H -0.522 -2.586 0.445
N -2.815 -3.313 -5.681
C -2.244 -2.618 -4.963
C -1.553 -1.718 -4.058
C -0.279 -1.530 -4.465
C -0.086 -0.069 -0.622
N -1.062 -0.313 -1.204
C -2.248 -0.581 -1.850
C -2.426 -1.202 -3.012
H -0.719 0.700 -4.699
H 0.720 1.575 -3.554
H -3.115 -0.282 -1.274
H -3.478 -1.373 -3.217
O -7.328 1.053 3.196
C -6.379 1.514 2.337
O -6.717 2.229 1.432
C -4.981 1.082 2.585
C -4.032 1.343 1.598
C -2.716 0.955 1.752
C -2.283 0.291 2.909
S -0.644 -0.244 3.172
C -3.240 0.055 3.910
C -4.555 0.438 3.749
H -6.928 0.430 3.813
H -4.352 1.861 0.702
H -1.998 1.170 0.971
H -2.929 -0.436 4.823
H -5.235 0.246 4.573
Cl 0.240 0.247 -3.643
C 1.820 -0.192 -2.807
C 2.477 -1.378 -3.067
C 3.819 -1.489 -2.738
C 4.465 -0.349 -2.226
C 3.796 0.827 -2.000
C 2.400 0.969 -2.267
C 1.676 2.146 -2.039
H 1.951 -2.180 -3.571
H 4.364 -2.405 -2.927
H 5.522 -0.400 -1.988
H 4.320 1.686 -1.591
H 0.599 2.203 -1.982
H 2.208 3.028 -1.703
*
```

F_max: 1.26 eV Å⁻¹
relative energy (zero: lowest compared OMol25 entry of this formula, charge and spin): 7.7 kcal per mole